This record from the Open Molecules 2025 dataset describes a cluster of 2 separate species, C5H11NO in total in a non-equilibrium geometry. The level of theory is ωB97M-V with the def2-TZVPD basis set.

```
18
Properties=species:S:1:pos:R:3
C -1.621 -0.072 2.877
C -1.501 0.426 1.578
C -0.609 -0.176 0.399
C 0.669 0.581 0.225
C 1.087 0.745 -1.047
N 2.408 1.299 -1.179
H -1.623 0.542 3.786
H -1.595 -1.201 3.018
H -1.831 1.451 1.344
H -1.234 -0.250 -0.464
H -0.556 -1.184 0.746
H 1.219 0.853 1.142
H 0.651 0.712 -2.020
H 2.800 1.229 -2.082
H 3.051 1.432 -0.286
O -0.695 -2.143 -2.048
H -0.357 -2.963 -2.368
H 0.038 -1.597 -2.367
```

Computed properties:
* spin multiplicity: 1
* SMILES: C=CC/C=C/N.O
* frontier orbital gap: 8.570 eV
* LUMO: 0.718 eV
* highest occupied orbital energy: -7.853 eV

Results of the Mulliken charge analysis, in e, for atoms 1 through 6:
1 C -0.612
2 C -0.364
3 C -0.467
4 C -0.502
5 C -0.064
6 N -0.484

=====

This record from the Open Molecules 2025 dataset describes an isolated molecule of C2H3NO3 in a non-equilibrium geometry. The level of theory is ωB97M-V with the def2-TZVPD basis set.

```
9
Properties=species:S:1:pos:R:3
O -1.492 -1.128 0.029
C -1.706 0.020 -0.032
O -0.873 1.035 0.064
C 0.465 0.705 -0.049
N 0.976 -0.428 0.030
O 2.303 -0.364 -0.074
H -2.737 0.409 -0.219
H 1.193 1.553 -0.175
H 2.649 0.334 0.517
```

Computed properties:
* spin multiplicity: 1
* SMILES: O=CO/C=N/O
* frontier orbital gap: 10.605 eV
* LUMO: 0.671 eV
* highest occupied orbital energy: -9.934 eV

Results of the Mulliken charge analysis, in e, for atoms 1 through 6:
1 O -0.386
2 C 0.157
3 O -0.253
4 C -0.025
5 N -0.096
6 O -0.371

=====

This record from the Open Molecules 2025 dataset describes an isolated molecule of C11H12N2O in a non-equilibrium geometry. The level of theory is ωB97M-V with the def2-TZVPD basis set.

```
26
Properties=species:S:1:pos:R:3
N -4.595 -1.701 0.312
C -3.611 -1.071 0.069
N -2.663 -0.239 -0.510
C -2.356 1.189 -0.061
C -1.013 0.796 0.326
O -0.178 1.702 -0.321
C 0.956 2.110 0.406
C 1.972 0.930 0.195
C 2.191 0.381 -1.048
C 2.738 -0.843 -1.249
C 2.958 -1.752 -0.159
C 2.705 -1.437 1.051
C 2.095 -0.153 1.268
C -1.121 -0.596 -0.386
H -2.359 1.888 -0.918
H -3.117 1.769 0.653
H -0.546 0.947 1.372
H 0.737 2.046 1.610
H 1.104 3.361 0.290
H 1.928 0.970 -1.731
H 3.108 -1.211 -2.200
H 2.978 -2.869 -0.394
H 2.742 -2.202 1.885
H 1.898 -0.009 2.256
H -0.858 -1.536 0.064
H -0.464 -0.527 -1.414
```

Computed properties:
* spin multiplicity: 1
* SMILES: N#CN1CC(OCc2ccccc2)C1
* frontier orbital gap: 9.661 eV
* LUMO: 0.482 eV
* highest occupied orbital energy: -9.178 eV

Results of the Mulliken charge analysis, in e, for atoms 1 through 6:
1 N -0.493
2 C 0.383
3 N -0.127
4 C -0.805
5 C 0.751
6 O -0.435

=====

This record from the Open Molecules 2025 dataset describes an isolated molecule of C4H7NO3S3 in a non-equilibrium geometry. The level of theory is ωB97M-V with the def2-TZVPD basis set.

```
18
Properties=species:S:1:pos:R:3
C 4.346 1.251 -0.394
C 1.484 -0.120 0.260
C -1.496 -0.585 0.267
C -1.575 0.730 -0.512
H 5.025 1.958 0.085
H 3.624 1.785 -1.022
H 4.917 0.545 -1.010
H 3.162 -1.293 0.105
H 1.270 0.912 0.542
H -1.621 0.456 1.871
H -2.346 2.908 -0.607
N 2.799 -0.349 0.177
O 3.685 0.578 0.676
O -1.618 -0.473 1.591
O -0.963 0.944 -1.517
S 0.322 -1.233 -0.054
S -1.314 -1.998 -0.488
S -2.696 1.927 0.234
```

Computed properties:
* spin multiplicity: 1
* frontier orbital gap: 6.504 eV
* LUMO: 0.143 eV
* highest occupied orbital energy: -6.360 eV

Results of the Mulliken charge analysis, in e, for atoms 1 through 6:
1 C -0.508
2 C -0.148
3 C 0.773
4 C 0.208
5 H 0.246
6 H 0.256

=====

This record from the Open Molecules 2025 dataset describes a structure of composition C12H37BrFe2O7 in a non-equilibrium geometry. The level of theory is ωB97M-V with the def2-TZVPD basis set.

```
59
Properties=species:S:1:pos:R:3
Fe 13.678 11.756 0.768
Fe 15.269 13.308 -2.398
O 14.787 12.147 -0.906
H 15.224 11.320 -1.105
Br 16.852 11.448 -3.265
C 9.704 12.205 0.738
C 10.803 12.606 -0.224
O 11.844 11.552 -0.268
H 8.890 12.927 0.748
H 10.146 12.081 1.728
H 9.265 11.245 0.456
H 11.270 13.512 0.144
H 10.386 12.778 -1.215
H 11.461 10.816 -0.774
C 13.636 14.502 3.533
C 12.966 14.758 2.226
O 13.597 13.872 1.171
H 14.691 14.788 3.548
H 13.621 13.442 3.804
H 13.153 15.089 4.314
H 13.114 15.790 1.919
H 11.905 14.526 2.318
H 13.519 14.367 0.343
C 17.934 11.524 1.955
C 16.675 12.424 1.813
O 15.445 11.653 1.981
H 18.835 12.141 2.002
H 18.014 10.839 1.115
H 17.914 10.990 2.909
H 16.731 12.923 0.842
H 16.777 13.290 2.485
H 15.346 11.374 2.905
C 11.750 11.809 -4.424
C 13.194 11.584 -3.998
O 13.984 12.809 -4.055
H 11.697 12.171 -5.451
H 11.252 12.539 -3.782
H 11.223 10.858 -4.332
H 13.665 10.822 -4.620
H 13.227 11.201 -2.980
H 14.004 13.099 -4.983
C 14.172 7.307 1.186
C 14.647 8.744 1.223
O 13.889 9.607 0.323
H 14.799 6.668 1.807
H 14.176 6.883 0.181
H 13.132 7.222 1.509
H 15.719 8.835 1.011
H 14.566 9.088 2.260
H 14.205 9.385 -0.617
C 14.610 7.801 -4.458
C 14.515 7.832 -2.962
O 14.603 9.192 -2.446
H 13.910 8.504 -4.918
H 14.340 6.812 -4.830
H 15.614 8.055 -4.795
H 15.365 7.263 -2.554
H 13.631 7.327 -2.584
H 15.395 9.629 -2.821
```

Computed properties:
* total charge: +2
* spin multiplicity: 9
* frontier orbital gap (spin up / spin down): 7.907 / 7.636 eV
* ⟨S²⟩: 20.01
* LUMO (spin up / spin down): -7.002 / -7.207 eV
* highest occupied orbital energy (spin up / spin down): -14.909 / -14.843 eV

Results of the Mulliken charge analysis, in e, for atoms 1 through 6:
1 Fe 0.759
2 Fe 0.572
3 O 0.489
4 H 0.027
5 Br -0.555
6 C -1.189

=====

Relative energy (zero: lowest compared OMol25 entry of this formula, charge and spin) (eV)
3.761, 3.900, 7.543, 3.270, 0.000